The following is a quantum chemistry calculation of 2 unconnected molecules or ions with the total composition CH8N2O2Si, from the Open Molecules 2025 dataset.

Calculated values
Energy relative to the best compared isomer or geometry (same formula, charge and spin) = 225.8 kJ/mol
Orbital gap = 0.2881 Eh

Positions of all 14 atoms, in Å:
C (2.101, 0.901, -0.709)
N (-1.190, -1.861, -0.028)
N (-1.212, 0.432, 1.807)
O (-0.514, -1.405, -1.165)
O (-0.048, 0.922, 1.145)
Si (0.248, 0.981, -0.438)
H (2.322, 0.899, -1.771)
H (2.617, 1.740, -0.252)
H (2.498, -0.017, -0.282)
H (-2.092, -2.217, -0.344)
H (-0.656, -2.647, 0.349)
H (-1.982, 1.047, 1.550)
H (-1.386, -0.491, 1.383)
H (-0.705, 1.716, -1.244)

Force components x, y, z for each atom (eV/Å):
-0.69 0.22 -0.14
-0.21 -0.25 0.58
-0.58 -0.15 0.41
1.14 2.98 0.38
0.49 0.22 -0.06
0.09 -3.55 -0.50
0.01 0.02 -0.20
-0.02 0.18 0.09
-0.21 -0.08 0.09
0.16 -0.12 0.03
-0.21 0.00 -0.17
0.08 0.05 -0.09
0.04 0.17 -0.17
-0.09 0.32 -0.25